Entry 1:
{
  "formula": "CFO3",
  "method": "the ωB97M-V functional and the def2-TZVPD basis",
  "elements": ["C", "O", "O", "O", "F"],
  "coordinates": [[-0.73, -0.13, -0.01], [-0.52, -1.28, 0.02], [-1.43, 0.80, -0.06], [1.16, 0.76, 0.09], [2.14, -0.25, -0.07]],
  "nbo_charge": [1.0401, -0.6213, -0.6326, -0.5060, -0.2803],
  "charge": -1,
  "lumo_energy_ha": 0.158,
  "gap_ha": 0.2987,
  "homo_ev": -3.8,
  "e_tot_ha": -363.645545,
  "molar_mass_da": 79.01,
  "largest_force_ev_per_a": 2.0,
  "relative_energy_kcal_mol": 11.5
}


Entry 2:
{
  "formula": "C4H3ErLiO2",
  "method": "the ωB97M-V functional and the def2-TZVPD basis",
  "elements": ["Er", "O", "C", "H", "H", "C", "C", "C", "O", "Li", "H"],
  "coordinates": [[-3.03, 0.38, 1.62], [0.29, 0.07, 0.28], [0.35, 0.73, -1.01], [0.12, 0.23, -1.95], [-0.23, 1.66, -0.98], [2.78, 1.86, -0.73], [1.85, 0.95, -0.92], [2.03, 0.45, 0.45], [2.73, -0.14, 1.23], [-0.42, -1.67, 0.43], [3.01, 2.90, -0.97]],
  "nbo_charge": [1.1080, -0.8747, -0.1111, 0.2290, 0.2054, 0.1740, -0.2548, 0.7870, -0.3776, 0.8705, 0.2444],
  "charge": 2,
  "lumo_energy_ha": [-0.284, -0.343],
  "gap_ha": [0.2461, 0.2499],
  "multiplicity": 5,
  "homo_ev": [-14.4, -16.1],
  "e_tot_ha": -1326.380018,
  "molar_mass_da": 257.27,
  "largest_force_ev_per_a": 6.6,
  "relative_energy_kcal_mol": 66.4
}


Entry 3:
{
  "formula": "C24H24BrCsN6O6",
  "method": "the ωB97M-V functional and the def2-TZVPD basis",
  "elements": ["Cs", "N", "C", "C", "O", "N", "C", "C", "O", "O", "H", "H", "H", "H", "H", "H", "Br", "C", "C", "C", "C", "C", "C", "N", "N", "C", "C", "C", "C", "O", "C", "N", "C", "C", "C", "C", "H", "H", "H", "H", "H", "H", "H", "H", "H", "O", "C", "O", "C", "N", "C", "C", "C", "H", "H", "H", "H", "H", "H", "H", "H", "H"],
  "coordinates": [[-0.44, 2.07, 1.40], [-2.06, 4.08, -0.77], [-3.22, 4.08, 0.13], [-2.66, 4.35, 1.54], [-2.04, 5.46, 1.60], [-2.78, 3.51, 2.53], [-3.44, 2.23, 2.34], [-3.05, 1.19, 3.42], [-3.96, 0.72, 4.13], [-1.82, 0.86, 3.46], [-1.54, 4.92, -0.51], [-2.33, 4.15, -1.74], [-3.75, 3.13, 0.04], [-3.94, 4.88, -0.08], [-3.19, 1.76, 1.36], [-4.54, 2.30, 2.37], [5.79, -4.77, -6.13], [3.97, -4.19, -6.01], [3.34, -3.69, -7.14], [2.02, -3.28, -7.05], [1.32, -3.35, -5.84], [1.99, -3.86, -4.72], [3.30, -4.28, -4.80], [-0.07, -3.13, -5.87], [-0.72, -2.53, -4.95], [-0.21, -1.67, -4.03], [1.01, -0.95, -4.14], [1.41, -0.03, -3.23], [0.64, 0.29, -2.04], [1.01, 1.11, -1.21], [-0.66, -0.43, -1.93], [-1.42, -0.13, -0.86], [-2.60, -0.70, -0.72], [-3.10, -1.62, -1.66], [-2.34, -1.94, -2.74], [-1.07, -1.35, -2.91], [3.87, -3.62, -8.08], [1.51, -2.91, -7.93], [1.46, -3.92, -3.77], [3.80, -4.68, -3.93], [1.61, -1.11, -5.03], [2.32, 0.53, -3.38], [-3.17, -0.44, 0.17], [-4.08, -2.05, -1.51], [-2.68, -2.65, -3.48], [2.86, 2.79, 4.90], [2.36, 1.84, 4.10], [2.06, 2.04, 2.95], [2.19, 0.48, 4.77], [2.59, 0.56, 6.20], [1.40, 0.30, 7.04], [0.22, 0.53, 6.10], [0.73, -0.01, 4.77], [2.84, -0.20, 4.21], [2.98, 2.32, 5.76], [3.34, -0.07, 6.41], [1.39, 0.96, 7.91], [1.39, -0.73, 7.41], [0.00, 1.60, 6.01], [-0.70, 0.04, 6.42], [0.10, 0.34, 3.96], [0.73, -1.10, 4.78]],
  "nbo_charge": [0.9328, -0.8585, -0.3262, 0.5702, -0.8012, -0.6638, -0.3549, 0.7811, -0.7663, -0.8848, 0.3771, 0.3363, 0.1754, 0.1592, 0.1387, 0.1797, -0.0081, -0.1202, -0.2366, -0.2427, 0.1036, -0.1879, -0.2504, -0.3155, -0.1284, -0.0703, -0.1627, -0.3653, 0.5497, -0.6500, 0.0361, -0.3981, 0.0194, -0.2581, -0.1656, -0.0464, 0.2126, 0.2150, 0.2219, 0.2179, 0.2089, 0.2037, 0.2012, 0.2038, 0.2252, -0.6827, 0.7829, -0.6034, -0.1799, -0.6691, -0.2220, -0.4171, -0.4168, 0.2189, 0.5018, 0.3691, 0.1867, 0.1661, 0.2211, 0.2399, 0.3058, 0.1912],
  "charge": -2,
  "lumo_energy_ha": 0.126,
  "gap_ha": 0.1940,
  "homo_ev": -1.9,
  "e_tot_ha": -4303.175375,
  "molar_mass_da": 705.30,
  "largest_force_ev_per_a": 0.9,
  "relative_energy_kcal_mol": 15.2
}


Entry 4:
{
  "formula": "C5H8O",
  "method": "the ωB97M-V functional and the def2-TZVPD basis",
  "elements": ["C", "C", "C", "C", "O", "C", "H", "H", "H", "H", "H", "H", "H", "H"],
  "coordinates": [[1.69, 0.44, -0.72], [0.28, 0.13, -0.34], [-0.19, -1.02, 0.19], [-1.49, -0.77, 0.68], [-1.91, 0.44, 0.36], [-0.84, 1.12, -0.35], [1.81, 0.60, -1.80], [2.33, -0.38, -0.42], [2.04, 1.35, -0.21], [0.33, -1.94, 0.42], [0.07, -1.95, 2.34], [-2.24, -1.41, 1.11], [-0.67, 2.09, 0.13], [-1.20, 1.31, -1.38]],
  "nbo_charge": [-0.6347, -0.0491, -0.3084, 0.1756, -0.4591, -0.0980, 0.2162, 0.2239, 0.2148, 0.2418, -0.1178, 0.2084, 0.1936, 0.1928],
  "lumo_energy_ha": [0.021, -0.012],
  "gap_ha": [0.3544, 0.2229],
  "homo_ev": [-9.1, -6.4],
  "e_tot_ha": -270.378772,
  "molar_mass_da": 84.12,
  "largest_force_ev_per_a": 1.3,
  "relative_energy_kcal_mol": 112.4
}


Entry 5:
{
  "formula": "C22H30AsCaCl2N2O6",
  "method": "the ωB97M-V functional and the def2-TZVPD basis",
  "elements": ["Ca", "O", "C", "O", "C", "C", "C", "C", "C", "N", "C", "O", "O", "H", "H", "H", "H", "H", "C", "As", "C", "C", "C", "C", "C", "C", "C", "C", "H", "H", "H", "H", "H", "H", "H", "H", "H", "H", "H", "H", "H", "C", "C", "O", "C", "C", "H", "H", "H", "H", "H", "H", "H", "H", "H", "H", "Cl", "C", "Cl", "H", "H", "O", "C", "N"],
  "coordinates": [[0.67, 0.26, 1.65], [-1.03, -3.85, -0.31], [-0.63, -2.80, 0.40], [0.49, -2.35, 0.35], [-1.68, -2.21, 1.27], [-3.00, -2.66, 1.33], [-3.85, -2.03, 2.23], [-3.37, -1.00, 3.03], [-2.04, -0.62, 2.88], [-1.23, -1.21, 2.02], [-1.32, 0.41, 3.71], [-2.00, 1.21, 4.48], [-0.11, 0.44, 3.69], [-0.31, -4.23, -0.84], [-3.34, -3.47, 0.71], [-4.88, -2.35, 2.31], [-4.03, -0.52, 3.74], [-2.97, 1.27, 4.32], [0.90, 1.93, -2.05], [0.20, 0.34, -1.15], [-1.65, 0.54, -1.76], [0.78, -1.09, -2.45], [0.63, -0.74, -3.89], [-0.52, -1.09, -4.59], [-0.64, -0.80, -5.94], [0.39, -0.16, -6.61], [1.54, 0.20, -5.92], [1.65, -0.09, -4.57], [0.50, 2.01, -3.07], [1.99, 1.90, -2.11], [0.60, 2.80, -1.47], [-1.69, 0.46, -2.85], [-2.00, 1.54, -1.48], [-2.32, -0.20, -1.31], [0.19, -1.97, -2.22], [1.83, -1.30, -2.21], [-1.31, -1.62, -4.09], [-1.54, -1.08, -6.47], [0.31, 0.05, -7.67], [2.35, 0.69, -6.43], [2.56, 0.17, -4.04], [3.46, 2.07, 0.88], [3.96, 0.72, 1.36], [2.89, -0.01, 1.94], [3.36, -1.13, 2.68], [2.19, -1.84, 3.32], [4.28, 2.65, 0.46], [3.03, 2.62, 1.73], [2.68, 1.93, 0.13], [4.75, 0.88, 2.11], [4.38, 0.14, 0.52], [4.05, -0.78, 3.45], [3.90, -1.81, 2.01], [1.66, -1.16, 3.98], [2.55, -2.69, 3.90], [1.52, -2.21, 2.54], [-4.62, 2.33, 3.36], [-3.58, 3.00, 2.09], [-2.80, 1.69, 1.18], [-2.79, 3.60, 2.54], [-4.20, 3.57, 1.40], [-0.86, 4.14, 2.38], [-0.24, 3.23, 1.95], [0.31, 2.30, 1.48]],
  "nbo_charge": [1.7131, -0.6528, 0.7746, -0.6053, 0.0738, -0.1679, -0.1417, -0.1744, 0.0848, -0.4712, 0.8039, -0.6337, -0.6520, 0.5220, 0.2567, 0.2467, 0.2414, 0.5080, -0.9448, 0.7743, -0.9449, -0.6943, -0.0717, -0.2222, -0.1991, -0.2086, -0.2153, -0.1600, 0.2399, 0.2296, 0.2510, 0.2422, 0.2442, 0.2166, 0.2151, 0.2352, 0.2042, 0.2200, 0.2231, 0.2208, 0.1984, -0.6329, -0.0639, -0.6283, -0.0617, -0.6600, 0.2358, 0.2343, 0.2066, 0.1878, 0.1794, 0.1890, 0.1840, 0.2271, 0.2467, 0.2083, -0.0313, -0.3988, -0.0404, 0.2863, 0.2427, -0.6351, 0.7741, -1.0293],
  "charge": 1,
  "lumo_energy_ha": -0.138,
  "gap_ha": 0.2652,
  "homo_ev": -11.0,
  "e_tot_ha": -5250.996976,
  "molar_mass_da": 604.40,
  "largest_force_ev_per_a": 2.2,
  "relative_energy_kcal_mol": 20.5
}


Entry 6:
{
  "formula": "C5H8O",
  "method": "the ωB97M-V functional and the def2-TZVPD basis",
  "elements": ["C", "C", "C", "C", "C", "O", "H", "H", "H", "H", "H", "H", "H", "H"],
  "coordinates": [[1.28, 0.89, 0.22], [0.32, -0.24, 0.80], [0.08, -1.52, 0.05], [-0.32, -0.33, -0.69], [-1.46, 0.38, -0.01], [-0.95, 0.19, 1.31], [1.04, 1.47, -0.71], [1.35, 1.63, 1.00], [2.23, 0.40, 0.01], [-0.75, -2.14, 0.36], [0.97, -2.03, -0.27], [0.11, -0.06, -1.65], [-2.42, -0.09, -0.21], [-1.50, 1.46, -0.20]],
  "nbo_charge": [-0.6147, 0.2054, -0.4343, -0.2231, -0.0707, -0.5206, 0.1823, 0.2192, 0.2225, 0.2333, 0.2318, 0.2160, 0.1724, 0.1805],
  "lumo_energy_ha": 0.038,
  "gap_ha": 0.3336,
  "homo_ev": -8.1,
  "e_tot_ha": -270.393269,
  "molar_mass_da": 84.12,
  "largest_force_ev_per_a": 3.0,
  "relative_energy_kcal_mol": 103.3
}


Entry 7:
{
  "formula": "C3H6N2OS",
  "method": "the ωB97M-V functional and the def2-TZVPD basis",
  "elements": ["C", "C", "C", "H", "H", "H", "H", "H", "H", "N", "N", "O", "S"],
  "coordinates": [[-0.62, 1.11, 0.01], [-0.40, 0.51, -1.31], [0.56, 0.44, 0.77], [-1.27, 0.16, 1.85], [-2.00, -0.60, 0.09], [-0.81, 2.12, 0.00], [0.08, 1.06, -2.11], [-1.29, 0.29, -1.89], [1.46, -1.53, 1.09], [-1.84, 0.41, 0.71], [1.38, -0.49, 0.16], [0.57, 0.73, 2.00], [0.33, -1.19, -1.12]],
  "nbo_charge": [-0.1782, -0.5450, 0.6471, 0.4116, 0.3587, 0.2379, 0.2413, 0.2308, 0.4256, -0.8385, -0.7208, -0.6165, 0.3461],
  "lumo_energy_ha": -0.015,
  "gap_ha": 0.3159,
  "homo_ev": -9.0,
  "e_tot_ha": -700.682958,
  "molar_mass_da": 118.16,
  "largest_force_ev_per_a": 5.9,
  "relative_energy_kcal_mol": 129.4
}


- Number 1 is which compound?
  CFO3